DFT (ωB97M-V/def2-TZVPD) results for C50H87Br2F2NO6SSi as an isolated structure.

Calculated values
Multiplicity   1
Calculated total energy   -8498.6893 Eh
Orbital gap   6.98 eV
Net charge   0

XYZ file:
```
150
Properties=species:S:1:pos:R:3:forces:R:3:lowdin_charge:R:1
C 8.4870 2.4976 0.5422 -0.60 -0.28 -0.35 -0.01
C 7.7706 1.6587 -0.3193 0.44 0.49 0.02 -0.15
C 6.3962 2.0699 -0.9074 2.52 0.00 -1.33 -0.13
C 6.3365 2.1044 -2.4956 0.42 0.96 1.03 -0.27
C 7.1369 3.4104 -2.8092 0.88 0.15 -0.14 -0.07
C 7.8003 3.4652 -4.1963 -0.55 0.12 -0.56 -0.25
O 8.9875 3.5364 -4.3821 -0.10 0.07 0.47 0.07
C 7.0601 0.9105 -3.1567 -1.58 0.42 -1.32 -0.36
O 8.4212 0.7970 -2.9966 0.05 0.06 1.09 0.03
S 6.1674 -0.5808 -2.5601 3.18 -2.65 0.86 0.71
O 6.5428 -0.9685 -1.2308 -0.94 1.41 0.64 -0.24
O 6.5574 -1.6665 -3.4254 -1.30 0.79 -1.36 -0.26
O 4.6321 -0.1274 -2.4661 0.37 0.24 -0.37 -0.20
C 4.1327 0.8350 -3.4371 0.17 0.04 -0.86 -0.24
C 4.4213 0.2718 -4.8528 0.49 -0.11 -1.53 -0.54
Br 5.1184 1.3316 -6.3495 -0.29 0.03 0.89 0.81
C 4.2541 -1.0181 -5.1969 -0.29 -0.30 0.76 -0.73
C 3.7026 -2.0933 -4.2832 -0.42 -0.76 -0.58 -0.12
Br 4.6731 -1.7323 -6.9369 -0.20 0.16 0.88 0.75
C 2.5714 0.8169 -3.1552 -1.91 -0.77 0.01 -0.39
F 1.9566 2.0293 -3.2838 1.25 0.47 0.16 0.10
F 1.8918 0.1163 -4.1455 0.75 -0.16 0.14 0.05
C 2.1309 0.1834 -1.8273 -0.86 0.38 1.47 -0.13
C 0.7211 0.6779 -1.3185 0.56 -0.69 0.33 -0.20
Si -0.7755 -0.1868 -2.1126 -0.52 0.35 0.00 0.62
C -2.1188 -0.3509 -0.7521 0.65 0.21 -0.46 -0.16
C -0.3850 -1.8960 -2.8226 -0.35 -0.09 -0.21 -0.17
C -1.4195 1.0147 -3.4455 -0.01 -0.74 0.83 -0.25
C -1.0959 0.9225 -4.7996 -0.12 0.11 0.25 -0.10
C -1.5782 1.8700 -5.6848 0.04 0.29 -1.24 -0.09
C -2.4043 2.9190 -5.2894 0.37 -0.53 0.72 -0.08
C -2.7131 2.9917 -3.9332 -0.41 0.73 -0.16 -0.09
C -2.2372 2.0606 -3.0128 -0.14 0.59 -0.60 -0.10
C 4.8008 2.2240 -3.0479 -0.68 1.59 0.50 -0.25
C 4.0851 2.9134 -1.8559 -0.32 -0.63 0.51 -0.11
C 4.1213 4.2456 -1.5744 -0.39 0.30 -0.82 0.04
N 4.8573 3.2454 -4.0980 -1.17 -0.07 -0.95 0.10
C 3.8536 3.6884 -4.6357 -1.57 0.00 0.08 -0.33
O 2.8602 4.0997 -5.1187 2.02 -0.31 0.41 0.18
H 9.0602 3.3635 0.1777 -1.86 0.98 0.51 0.05
H 8.4239 2.2827 1.6188 2.09 -0.93 -0.44 0.05
H 8.2584 0.7098 -0.5799 -1.51 -0.75 1.43 0.10
H 6.3039 3.0787 -0.4860 -0.69 -0.37 -0.31 0.10
H 5.7073 1.3413 -0.4607 0.10 0.35 0.02 0.12
H 7.9886 3.5152 -2.1109 -0.35 -0.49 -0.18 0.13
H 6.5351 4.3133 -2.6005 -0.12 -0.45 -0.43 0.13
H 7.1382 3.4279 -5.0973 0.01 -0.02 0.50 0.10
H 6.8738 0.9915 -4.2480 -0.42 -0.34 0.46 0.11
H 8.8101 0.2532 -3.6931 -0.23 0.02 -0.01 0.14
H 2.9930 -2.7001 -4.8746 0.20 0.30 0.22 0.07
H 3.1526 -1.7267 -3.4174 0.30 0.05 -0.23 0.06
H 4.4730 -2.8029 -3.9441 -0.03 0.48 -0.20 0.09
H 2.0450 -0.9134 -1.8657 0.46 0.38 -0.48 0.11
H 2.7953 0.3841 -0.9744 0.28 0.01 -0.71 0.11
H 0.6500 1.7744 -1.2796 -0.07 -0.33 -0.25 0.09
H 0.7059 0.3568 -0.2551 -0.03 0.12 -0.39 0.07
H -2.3436 0.6857 -0.4504 -0.26 -0.46 0.04 0.02
H -3.0098 -0.8592 -1.1513 0.19 0.31 0.23 0.04
H -1.7508 -0.8876 0.1370 -0.11 0.11 -0.34 0.01
H -1.2848 -2.2466 -3.3657 0.27 0.23 0.21 0.04
H 0.4273 -1.8937 -3.5653 -0.11 -0.05 0.39 0.01
H -0.2153 -2.6562 -2.0402 0.20 0.36 -0.26 0.04
H -0.4509 0.1220 -5.1604 -0.16 0.17 0.09 0.08
H -1.2975 1.8150 -6.7416 -0.05 -0.12 0.31 0.10
H -2.7666 3.6687 -5.9908 0.10 -0.25 0.14 0.10
H -3.3336 3.8311 -3.6070 0.14 -0.33 0.10 0.10
H -2.5189 2.2310 -1.9739 0.18 -0.34 -0.15 0.09
H 3.5377 2.2761 -1.1414 1.87 -0.23 0.55 0.12
H 3.6183 4.9656 -2.2396 1.84 0.08 -0.63 0.08
H 4.5817 4.6617 -0.6685 -1.74 -0.43 0.64 0.08
C -0.4141 -0.8695 2.8990 -0.14 -0.05 -0.05 -0.11
C -1.5295 0.1352 3.1602 0.11 0.08 -0.06 -0.26
C -1.1559 1.2057 4.1836 -0.09 0.06 0.03 -0.22
C -0.8449 0.6816 5.5867 0.07 -0.07 -0.02 -0.22
C -1.9661 -0.1239 6.2424 0.02 0.13 0.08 -0.26
C -3.2426 0.6808 6.4636 -0.03 -0.16 -0.01 -0.11
H -0.1672 -1.4400 3.7960 0.05 -0.01 -0.03 0.06
H -0.7223 -1.5789 2.1279 0.08 -0.06 0.04 0.05
H 0.4912 -0.3651 2.5511 0.02 -0.02 0.05 0.07
H -2.4344 -0.3939 3.4743 0.00 0.02 0.01 0.10
H -1.7754 0.6310 2.2166 -0.07 -0.01 0.03 0.09
H -1.9672 1.9377 4.2387 0.01 -0.01 0.02 0.10
H -0.2823 1.7564 3.8186 -0.01 -0.02 -0.01 0.11
H -0.6005 1.5356 6.2269 -0.01 -0.02 0.01 0.11
H 0.0582 0.0649 5.5537 0.00 0.02 -0.01 0.10
H -1.6093 -0.4823 7.2122 0.01 -0.05 -0.04 0.11
H -2.1928 -1.0160 5.6511 0.03 0.01 -0.01 0.08
H -3.0470 1.5598 7.0826 -0.02 0.02 -0.04 0.07
H -3.9894 0.0695 6.9741 -0.04 0.07 0.00 0.07
H -3.6785 1.0138 5.5198 0.00 0.04 0.03 0.07
C -5.2745 4.0642 7.9690 0.09 -0.14 -0.03 -0.11
C -5.8303 2.9348 8.8292 -0.09 0.09 -0.05 -0.27
C -6.5297 3.4235 10.0967 -0.03 -0.10 0.06 -0.23
C -5.6380 4.1825 11.0808 0.04 0.07 -0.07 -0.23
C -4.4134 3.4136 11.5746 -0.08 0.01 0.13 -0.27
C -4.7634 2.1485 12.3515 0.14 -0.01 -0.08 -0.11
H -4.4995 4.6264 8.4932 -0.02 0.03 -0.02 0.07
H -4.8294 3.6594 7.0580 0.00 0.07 -0.01 0.06
H -6.0660 4.7579 7.6770 0.03 0.03 0.03 0.08
H -5.0271 2.2363 9.0814 -0.02 -0.01 0.02 0.09
H -6.5525 2.3690 8.2336 0.03 -0.05 0.04 0.11
H -6.9818 2.5647 10.6019 0.01 0.02 0.01 0.10
H -7.3631 4.0747 9.8129 0.01 -0.01 -0.02 0.11
H -6.2464 4.4719 11.9439 0.02 -0.01 0.01 0.11
H -5.3045 5.1185 10.6231 -0.02 -0.01 -0.01 0.10
H -3.8342 4.0728 12.2276 0.02 0.01 -0.06 0.10
H -3.7577 3.1601 10.7367 -0.02 0.02 -0.01 0.10
H -5.3909 2.3818 13.2145 -0.03 -0.02 -0.03 0.07
H -3.8558 1.6651 12.7174 -0.05 -0.03 0.03 0.07
H -5.2919 1.4255 11.7277 -0.02 0.00 0.04 0.06
C -3.6011 -3.9612 5.5179 0.13 -0.05 0.07 -0.11
C -2.4000 -4.0504 4.5824 -0.11 0.11 -0.02 -0.27
C -2.7836 -4.0727 3.1031 0.12 0.02 -0.05 -0.23
C -3.6331 -5.2668 2.6654 -0.08 0.01 0.08 -0.23
C -3.0141 -6.6377 2.9333 0.00 0.00 -0.15 -0.27
C -1.7052 -6.8690 2.1849 0.00 -0.07 0.13 -0.11
H -4.2470 -4.8365 5.4301 -0.03 0.04 -0.01 0.07
H -3.2689 -3.9010 6.5561 -0.06 0.01 0.00 0.07
H -4.1969 -3.0705 5.3040 -0.03 -0.03 -0.01 0.07
H -1.8016 -4.9300 4.8358 0.01 0.01 -0.03 0.10
H -1.7581 -3.1817 4.7584 0.05 -0.05 -0.02 0.08
H -1.8686 -4.0371 2.5033 -0.02 -0.01 -0.01 0.10
H -3.3319 -3.1541 2.8659 0.01 0.00 0.02 0.11
H -3.8339 -5.1719 1.5932 0.00 -0.02 0.01 0.11
H -4.6091 -5.2193 3.1573 0.01 0.02 -0.01 0.10
H -3.7304 -7.4043 2.6247 -0.01 0.01 0.06 0.10
H -2.8544 -6.7821 4.0055 -0.02 0.03 0.00 0.10
H -1.8482 -6.7633 1.1072 0.02 0.03 0.01 0.07
H -1.3318 -7.8765 2.3768 0.04 0.02 -0.05 0.07
H -0.9312 -6.1667 2.4996 0.00 0.00 -0.04 0.06
C -2.1414 -2.3414 -10.9286 0.14 -0.06 -0.03 -0.11
C -1.7219 -3.3823 -9.8958 -0.14 0.02 -0.03 -0.27
C -2.3509 -3.1610 -8.5208 0.06 -0.08 0.06 -0.23
C -1.9771 -1.8444 -7.8377 -0.04 0.06 -0.06 -0.22
C -0.4803 -1.6228 -7.6293 -0.03 -0.04 0.12 -0.26
C 0.1667 -2.6641 -6.7210 0.09 0.09 -0.10 -0.09
H -1.8108 -1.3395 -10.6490 -0.04 0.00 -0.01 0.06
H -1.7016 -2.5732 -11.9003 -0.04 0.05 -0.01 0.07
H -3.2271 -2.3250 -11.0469 0.01 0.04 0.02 0.07
H -0.6312 -3.4031 -9.8176 -0.01 -0.01 0.03 0.10
H -2.0219 -4.3703 -10.2564 0.05 -0.01 0.03 0.10
H -2.0794 -3.9987 -7.8713 -0.01 0.02 0.01 0.10
H -3.4407 -3.2013 -8.6191 0.01 0.00 -0.02 0.11
H -2.4797 -1.8056 -6.8653 0.02 0.03 0.00 0.11
H -2.3795 -1.0069 -8.4153 -0.01 -0.01 0.01 0.10
H -0.3393 -0.6353 -7.1819 0.02 0.02 -0.09 0.08
H 0.0414 -1.5999 -8.5902 -0.03 0.00 -0.01 0.10
H -0.3160 -2.6821 -5.7407 -0.02 -0.04 -0.03 0.06
H 1.2232 -2.4286 -6.5726 0.01 -0.05 0.03 0.05
H 0.1090 -3.6652 -7.1516 0.00 -0.01 0.05 0.07
```
Forces are in eV/Å.